(P)
Molecular formula: C2H2O3
Method: DFT, ωB97M-V with the def2-TZVPD basis set

Geometry as ORCA input:
```
! RIJCOSX wB97M-V def2-TZVPD def2/J DEFGRID3
* xyz 0 1
C -1.186 -0.063 0.870
C -0.064 0.452 -0.241
O -1.141 -1.225 0.364
O -0.129 -1.077 -0.619
O 1.175 0.832 0.163
H -0.131 0.908 -1.294
H 1.475 0.173 0.756
*
```

Löwdin population analysis, charges in e, atoms 1 to 6: number 1, C, carries 0.0724; number 2, C, carries -0.2720; number 3, O, carries -0.0405; number 4, O, carries -0.0699; number 5, O, carries 0.0456; number 6, H, carries 0.1750


(Q)
Molecular formula: C2H2O3
Method: DFT, ωB97M-V with the def2-TZVPD basis set

Geometry as ORCA input:
```
! RIJCOSX wB97M-V def2-TZVPD def2/J DEFGRID3
* xyz 0 1
C 0.142 1.437 -0.759
C -0.592 -0.589 0.505
O 0.196 2.305 0.024
O -1.280 -0.826 1.461
O 0.326 -1.332 -0.102
H 0.672 1.014 -1.613
H 0.537 -2.007 0.483
*
```

Löwdin population analysis, charges in e, atoms 1 to 6: number 1, C, carries -0.0161; number 2, C, carries -0.3587; number 3, O, carries 0.0767; number 4, O, carries 0.0746; number 5, O, carries 0.0709; number 6, H, carries 0.0838


(R)
Molecular formula: C2H2O3
Method: DFT, ωB97M-V with the def2-TZVPD basis set

Geometry as ORCA input:
```
! RIJCOSX wB97M-V def2-TZVPD def2/J DEFGRID3
* xyz 0 1
C 2.270 0.265 0.093
C -1.748 -0.758 0.272
O 2.032 1.140 0.799
O 2.308 -0.672 -0.597
O -1.638 0.426 -0.279
H -0.651 -1.223 0.082
H -2.571 0.822 -0.369
*
```

Löwdin population analysis, charges in e, atoms 1 to 6: number 1, C, carries -0.4219; number 2, C, carries -0.0202; number 3, O, carries 0.2143; number 4, O, carries 0.1902; number 5, O, carries -0.1095; number 6, H, carries 0.0210


Here is how they stack up, most stable first: (R), (Q), (P).


(P)
Molecular formula: C2H3ClSi
Method: DFT, ωB97M-V with the def2-TZVPD basis set

Geometry as ORCA input:
```
! RIJCOSX wB97M-V def2-TZVPD def2/J DEFGRID3
* xyz 0 1
C 0.125 -0.870 0.199
C 0.232 -0.085 -0.844
Si -0.199 0.864 0.789
Cl 0.474 -0.089 -2.509
H 0.083 -2.899 -0.028
H -1.538 1.402 0.965
H 0.823 1.677 1.428
*
```

Löwdin population analysis, charges in e, atoms 1 to 6: number 1, C, carries -0.3189; number 2, C, carries -0.9937; number 3, Si, carries 0.6824; number 4, Cl, carries 0.6219; number 5, H, carries 0.1619; number 6, H, carries -0.0766


(Q)
Molecular formula: C2H3ClSi
Method: DFT, ωB97M-V with the def2-TZVPD basis set

Geometry as ORCA input:
```
! RIJCOSX wB97M-V def2-TZVPD def2/J DEFGRID3
* xyz 0 1
C -1.545 -1.261 -0.003
C -0.679 -0.373 0.043
Si 0.665 0.872 0.009
Cl 2.487 -0.059 0.032
H -2.143 -2.049 0.039
H 0.515 1.695 1.195
H 0.700 1.175 -1.315
*
```

Summary:
- SMILES = C#C[SiH2]Cl

Löwdin population analysis, charges in e, atoms 1 to 6: number 1, C, carries 0.0675; number 2, C, carries -0.2834; number 3, Si, carries 0.1688; number 4, Cl, carries 0.2249; number 5, H, carries -0.0298; number 6, H, carries -0.0531


Here is how they stack up, most stable first: (Q), (P).